[1]
{"formula": "CH2NO3P", "method": "wB97M-V/def2-TZVPD", "elements": ["C", "N", "O", "O", "O", "P", "H", "H"], "positions_angstrom": [[-0.797, -3.080, -0.014], [-0.702, -4.228, 0.241], [-0.394, 2.111, 1.688], [-0.781, -1.932, -0.322], [0.123, 3.085, -0.502], [-0.715, 2.034, 0.234], [1.836, 0.665, -0.541], [1.429, 1.345, -0.783]], "forces_ev_per_angstrom": [[0.70, -1.41, 0.05], [-0.33, -1.18, 0.41], [-0.46, -0.61, 1.04], [-0.39, 2.26, -0.51], [-0.82, -0.65, -0.57], [0.91, 1.76, -0.31], [-0.94, 1.68, -0.75], [1.34, -1.87, 0.63]], "mulliken_charge": [0.362, -0.702, -0.486, -0.662, -0.560, 0.067, 0.187, -0.206], "charge": -2, "de_lowest_ev": 0.465}



[2]
{"formula": "C4H5NO2", "method": "wB97M-V/def2-TZVPD", "elements": ["C", "C", "C", "O", "C", "O", "N", "H", "H", "H", "H", "H"], "positions_angstrom": [[-1.311, -0.472, -0.888], [-0.246, -0.188, 0.175], [0.128, 1.269, 0.385], [1.247, 1.554, 0.738], [2.031, -0.609, 0.552], [3.116, -0.521, 0.979], [0.966, -0.954, 0.044], [-0.884, -0.568, -1.890], [-1.824, -1.406, -0.646], [-2.070, 0.322, -0.923], [-0.637, 2.057, 0.285], [-0.636, -0.495, 1.152]], "forces_ev_per_angstrom": [[0.07, -0.04, 0.00], [-0.06, -0.04, 0.21], [0.44, 0.20, 0.25], [-0.61, 0.29, -0.27], [0.56, -0.55, -0.05], [-0.67, -0.14, -0.31], [0.54, 0.12, -0.07], [0.10, 0.06, 0.19], [0.10, 0.11, -0.12], [0.21, -0.12, 0.15], [-0.14, -0.16, -0.07], [-0.52, 0.26, 0.07]], "mulliken_charge": [-1.233, 0.460, 0.002, -0.485, 0.703, -0.447, -0.521, 0.331, 0.302, 0.353, 0.350, 0.185], "charge": 0, "de_lowest_ev": 0.791, "smiles": "C[C@H](C=O)N=C=O"}



[3]
{"formula": "CH2I2S", "method": "wB97M-V/def2-TZVPD", "elements": ["C", "S", "I", "I", "H", "H"], "positions_angstrom": [[0.032, 1.123, 0.765], [-1.514, 1.823, -0.583], [1.940, 1.722, 0.030], [-3.447, 0.647, 0.086], [0.058, 1.808, 1.604], [0.036, 0.040, 0.640]], "forces_ev_per_angstrom": [[-0.93, 1.50, -2.84], [2.35, -0.73, 1.63], [0.02, 0.01, -0.54], [0.10, -0.08, 0.16], [-1.07, -1.09, 0.58], [-0.48, 0.38, 1.00]], "mulliken_charge": [-0.807, -0.116, 0.071, 0.064, 0.387, 0.402], "charge": 0, "de_lowest_ev": 0.704, "smiles": "ICSI"}



[4]
{"formula": "CHCl2FS", "method": "wB97M-V/def2-TZVPD", "elements": ["C", "F", "S", "Cl", "Cl", "H"], "positions_angstrom": [[0.372, 0.025, -0.077], [0.800, -0.287, -1.457], [-1.112, 1.028, 0.002], [1.743, 0.822, 0.672], [0.131, -1.600, 0.581], [-1.935, 0.012, 0.279]], "forces_ev_per_angstrom": [[0.84, -1.42, -2.05], [-0.94, 1.11, 2.21], [0.28, 0.15, -0.16], [-0.14, 0.08, -0.14], [-0.04, 0.18, 0.25], [0.01, -0.09, -0.11]], "mulliken_charge": [0.405, -0.210, -0.146, -0.096, -0.119, 0.166], "charge": 0, "de_lowest_ev": 0.042, "smiles": "FC(S)(Cl)Cl"}



[5]
{"formula": "C6H20FN4O4", "method": "wB97M-V/def2-TZVPD", "elements": ["F", "C", "C", "O", "H", "H", "H", "H", "H", "H", "C", "C", "O", "H", "H", "H", "H", "H", "H", "C", "O", "N", "N", "H", "H", "H", "H", "C", "O", "N", "N", "H", "H", "H", "H"], "positions_angstrom": [[0.761, -0.806, -0.799], [3.488, 3.556, -0.584], [2.699, 2.404, -0.005], [2.614, 1.328, -0.987], [3.402, 4.392, 0.111], [3.027, 3.820, -1.537], [4.533, 3.319, -0.779], [1.708, 2.644, 0.380], [3.368, 2.051, 0.783], [2.043, 0.630, -0.645], [-0.479, -1.879, 2.605], [-0.657, -0.382, 2.384], [0.500, 0.186, 1.839], [-1.406, -2.410, 2.814], [0.257, -2.075, 3.389], [0.126, -2.289, 1.794], [-0.953, 0.137, 3.296], [-1.487, -0.347, 1.674], [0.694, -0.264, 1.007], [-1.403, 2.031, -1.524], [-2.149, 3.002, -1.634], [-0.186, 1.955, -1.966], [-1.768, 0.837, -1.069], [0.266, 2.840, -2.137], [0.299, 1.133, -1.629], [-2.699, 0.690, -0.713], [-1.085, 0.124, -0.856], [-1.503, -3.459, -0.768], [-0.382, -3.711, -1.219], [-1.776, -2.226, -0.366], [-2.491, -4.319, -0.752], [-0.985, -1.602, -0.482], [-2.633, -2.022, 0.124], [-3.420, -4.181, -0.388], [-2.322, -5.106, -1.360]], "forces_ev_per_angstrom": [[-0.60, 0.89, 0.71], [-1.05, 0.21, -0.56], [1.28, -1.74, -0.62], [0.37, 1.59, 0.49], [0.21, 0.17, -0.11], [0.09, 0.34, -0.07], [-0.06, -0.17, 0.18], [0.07, 0.25, -0.01], [-0.56, -0.26, 0.66], [-0.36, -0.69, -0.04], [1.50, -0.04, 0.69], [-0.26, -1.11, -0.67], [0.04, 0.69, 0.93], [0.07, -0.11, -0.20], [-0.35, 0.19, 0.72], [-0.85, -0.15, -0.68], [0.17, 0.15, -0.03], [-0.28, 0.64, -0.10], [0.05, -0.34, -0.97], [-2.37, 0.74, -0.28], [-0.28, 0.39, 0.26], [3.06, 0.78, -0.93], [-2.08, -2.07, 1.54], [0.34, -0.42, 0.02], [0.97, 0.16, -0.43], [0.18, 0.31, -0.12], [0.33, 0.17, -0.22], [3.19, 1.61, -1.05], [-0.77, -0.86, 0.06], [-0.65, 1.17, 0.69], [-2.20, -3.22, -0.23], [0.40, 0.25, 0.34], [0.33, 0.33, -0.12], [0.28, 0.26, -0.19], [-0.23, -0.10, 0.37]], "mulliken_charge": [-0.922, -1.244, -0.010, -0.569, 0.354, 0.290, 0.298, 0.297, 0.296, 0.205, -1.151, -0.050, -0.506, 0.312, 0.349, 0.309, 0.348, 0.113, 0.355, 0.425, -0.755, -0.325, -0.213, 0.229, 0.236, 0.207, 0.194, 0.511, -0.669, -0.134, -0.416, 0.050, 0.173, 0.163, 0.252], "charge": -1, "de_lowest_ev": 0.760}



[6]
{"formula": "C9H15I2LaO6P", "method": "wB97M-V/def2-TZVPD", "elements": ["O", "C", "O", "C", "C", "C", "C", "I", "C", "C", "C", "C", "I", "P", "O", "O", "O", "O", "H", "H", "H", "H", "H", "H", "H", "H", "H", "H", "H", "H", "H", "H", "H", "La"], "positions_angstrom": [[3.075, -0.452, 2.604], [2.336, 0.149, 1.668], [1.391, 1.310, 1.781], [0.185, 0.720, 1.108], [-0.994, 1.831, 0.846], [-2.514, 1.175, 0.705], [-3.193, 0.891, 2.206], [-3.036, -1.226, 2.801], [0.782, -0.117, -0.215], [-0.230, -1.338, -0.398], [0.278, -2.823, -0.727], [1.809, -3.249, -0.449], [2.950, -2.869, -2.330], [0.928, 1.044, -1.772], [1.928, 0.426, -2.867], [1.665, 2.594, -1.314], [-0.603, 1.300, -2.570], [2.161, -0.184, 0.223], [-0.228, 0.061, 2.015], [-1.041, 2.498, 1.835], [-0.751, 2.603, -0.022], [-2.535, 0.152, 0.137], [-3.182, 1.959, 0.112], [-4.340, 1.180, 2.219], [-2.666, 1.530, 3.053], [-0.929, -1.401, 0.569], [-0.993, -1.033, -1.268], [0.045, -3.060, -1.873], [-0.415, -3.582, -0.119], [2.342, -2.771, 0.475], [1.910, -4.430, -0.299], [0.959, 3.299, -1.215], [-0.435, 1.663, -3.508], [3.342, 2.148, -3.411]], "forces_ev_per_angstrom": [[-5.61, 4.75, -7.97], [1.58, -1.01, 4.84], [1.27, -3.68, -1.10], [-1.32, 1.47, 1.38], [-0.09, 0.37, 1.19], [-0.38, 0.15, 0.28], [-0.17, 1.69, -0.19], [0.09, 1.09, -0.39], [-0.63, 1.34, 3.79], [-1.45, -0.66, -0.64], [-0.43, -1.58, -0.81], [-0.34, -1.10, 1.03], [-0.20, 0.07, 1.03], [-3.20, -0.88, -0.65], [0.01, 3.45, 0.97], [-0.97, -1.61, -2.30], [4.50, 0.51, 0.58], [0.15, -1.45, 0.61], [0.59, 0.50, -2.64], [0.31, -1.41, -2.20], [-0.45, -1.64, 1.42], [0.13, 2.12, 0.87], [1.45, -1.72, 1.35], [2.51, -0.78, -0.16], [-1.08, -1.41, -1.84], [1.76, 0.39, -1.89], [1.66, -0.52, 1.83], [0.54, 0.48, 2.61], [1.48, 1.80, -1.18], [-1.01, -0.66, -2.01], [-0.36, 2.71, -0.57], [0.71, -0.65, 0.26], [-0.69, -0.85, 1.64], [-0.37, -1.29, 0.87]], "mulliken_charge": [-0.400, 0.428, -0.402, -0.098, -0.500, -0.313, -0.981, 0.146, 1.291, -0.208, -0.804, -0.802, 0.060, 0.917, -0.768, -0.587, -0.401, -0.335, 0.376, 0.443, -0.119, 0.202, 0.366, 0.459, 0.370, -0.148, 0.304, 0.347, 0.372, 0.312, 0.471, 0.378, 0.328, 2.296], "charge": 3}



For each record above, in turn, the calculated largest force on an atom values are 2.38, 0.78, 3.34, 2.65, 3.91, 10.84 eV/A.
For each record above, in turn, the calculated gap between HOMO and LUMO values are 8.077, 10.543, 8.234, 10.941, 9.297, 1.983 eV.